{"formula": "C30H41BF32N3O9PSi", "method": "the ωB97M-V functional and the def2-TZVPD basis", "species": ["C", "C", "B", "O", "Si", "C", "C", "C", "C", "N", "C", "N", "N", "C", "C", "C", "O", "P", "O", "O", "O", "H", "H", "H", "H", "H", "H", "H", "H", "H", "H", "H", "H", "H", "H", "H", "H", "H", "H", "H", "H", "H", "H", "H", "H", "H", "C", "C", "C", "F", "F", "F", "F", "O", "C", "C", "F", "F", "F", "F", "H", "H", "H", "H", "C", "C", "C", "F", "F", "F", "F", "O", "C", "C", "F", "F", "F", "F", "H", "H", "H", "H", "C", "C", "C", "F", "F", "F", "F", "O", "C", "C", "F", "F", "F", "F", "H", "H", "H", "H", "C", "C", "C", "F", "F", "F", "F", "O", "C", "C", "F", "F", "F", "F", "H", "H", "H", "H"], "positions_angstrom": [[3.041, -4.440, 0.084], [3.752, -3.349, -0.783], [2.928, -1.995, -0.851], [2.545, -1.392, 0.363], [2.441, -1.065, -2.544], [0.961, 0.111, -2.369], [-0.433, -0.489, -2.750], [-1.063, -1.136, -1.476], [-2.189, -2.130, -1.799], [-3.464, -1.428, -2.091], [-4.607, -2.217, -1.862], [-5.743, -1.729, -1.617], [-4.515, -3.639, -1.945], [2.336, -2.281, -3.990], [1.311, -3.425, -3.593], [1.158, -4.597, -4.729], [1.902, -4.651, -3.324], [4.214, 0.261, -2.990], [4.521, 0.103, -4.414], [3.767, 1.834, -2.737], [5.500, -0.039, -1.996], [2.312, -5.009, -0.508], [2.541, -4.016, 0.957], [3.821, -5.159, 0.374], [4.710, -3.131, -0.265], [4.030, -3.759, -1.762], [3.360, -1.249, 0.860], [0.904, 0.374, -1.296], [1.144, 1.063, -2.888], [-0.402, -1.186, -3.598], [-1.048, 0.361, -3.083], [-0.265, -1.634, -0.903], [-1.425, -0.297, -0.860], [-2.362, -2.714, -0.876], [-1.934, -2.860, -2.576], [-3.540, -0.585, -1.539], [-5.651, -0.711, -1.621], [-5.410, -4.020, -2.212], [-4.292, -3.924, -0.998], [1.984, -1.863, -4.936], [3.275, -2.842, -4.059], [0.396, -3.130, -3.057], [1.847, -5.402, -5.033], [1.655, -3.864, -5.448], [3.622, 1.955, -1.788], [5.314, 0.472, -1.195], [-0.307, -7.400, 1.748], [-0.365, -6.066, 2.518], [-1.610, -5.803, 3.370], [-2.750, -5.822, 2.653], [-1.520, -4.574, 3.934], [-0.154, -5.052, 1.653], [0.697, -6.065, 3.373], [-0.711, -7.414, 0.383], [-2.058, -7.496, 0.087], [-2.589, -6.212, -0.553], [-2.321, -5.123, 0.200], [-3.930, -6.278, -0.687], [-2.752, -7.867, 1.179], [-2.198, -8.496, -0.804], [0.750, -7.660, 1.705], [-0.772, -8.209, 2.312], [-1.689, -6.539, 4.175], [-2.140, -6.059, -1.537], [-6.545, 3.741, -3.081], [-7.099, 5.094, -2.596], [-6.129, 6.025, -1.861], [-5.600, 5.465, -0.754], [-6.785, 7.141, -1.462], [-8.206, 4.872, -1.855], [-7.513, 5.765, -3.706], [-6.747, 2.593, -2.263], [-5.891, 2.359, -1.207], [-6.573, 2.510, 0.155], [-7.175, 3.706, 0.288], [-5.652, 2.411, 1.143], [-4.790, 3.121, -1.331], [-5.475, 1.075, -1.329], [-7.106, 3.514, -3.988], [-5.508, 3.823, -3.408], [-5.314, 6.332, -2.522], [-7.329, 1.735, 0.295], [9.319, 1.853, 2.368], [10.428, 2.757, 1.797], [10.080, 4.230, 1.564], [9.046, 4.396, 0.717], [11.144, 4.865, 1.017], [10.913, 2.192, 0.671], [11.447, 2.737, 2.701], [8.542, 1.075, 1.461], [7.475, 1.659, 0.809], [7.707, 1.796, -0.697], [8.845, 2.451, -0.977], [6.694, 2.497, -1.263], [7.154, 2.822, 1.399], [6.412, 0.834, 0.995], [9.841, 1.107, 2.966], [8.688, 2.388, 3.078], [9.842, 4.724, 2.510], [7.759, 0.811, -1.166], [-3.785, 6.287, 4.165], [-2.719, 6.056, 3.077], [-2.717, 4.695, 2.378], [-2.551, 3.666, 3.231], [-1.693, 4.635, 1.490], [-1.502, 6.334, 3.595], [-2.942, 6.989, 2.109], [-3.426, 6.075, 5.526], [-3.446, 4.791, 6.042], [-2.046, 4.271, 6.382], [-1.210, 4.351, 5.330], [-2.111, 2.971, 6.749], [-4.123, 3.970, 5.220], [-4.158, 4.851, 7.185], [-4.009, 7.353, 4.120], [-4.726, 5.794, 3.918], [-3.649, 4.542, 1.824], [-1.615, 4.850, 7.202]], "gap_ev": 8.58, "lumo_ha": -0.006, "smiles": "[H]/N=C(/N)NCCCC[Si@](C[C@H]1CO1)(B(O)CC)P(=O)(O)O.FC(F)C(F)(F)COC(F)(F)C(F)F.FC(F)C(F)(F)COC(F)(F)C(F)F.FC(F)C(F)(F)COC(F)(F)C(F)F.FC(F)C(F)(F)COC(F)(F)C(F)F"}

***

{"formula": "C4H9O3", "method": "the ωB97M-V functional and the def2-TZVPD basis", "species": ["O", "C", "O", "C", "C", "C", "H", "H", "H", "H", "H", "H", "H", "H", "H", "O"], "positions_angstrom": [[2.631, -1.865, 0.237], [2.206, -0.672, 0.291], [2.601, 0.219, 1.068], [0.920, -0.408, -0.350], [0.546, 1.006, -0.592], [-0.978, 0.897, -1.151], [0.236, -1.030, 0.420], [0.762, -0.934, -1.259], [1.374, 1.422, -1.161], [0.420, 1.664, 0.342], [-1.604, 1.519, -0.469], [-1.009, 1.394, -2.194], [-1.391, -0.088, -1.340], [-2.892, -0.614, 2.317], [-1.482, -1.094, 1.834], [-2.342, -1.415, 2.006]], "charge": -1, "gap_ev": 7.13, "lumo_ha": 0.123}

***

{"formula": "C21H22EuN4O5SSi", "method": "the ωB97M-V functional and the def2-TZVPD basis", "species": ["Eu", "O", "C", "O", "C", "C", "C", "C", "C", "N", "C", "O", "O", "H", "H", "H", "H", "C", "Si", "C", "C", "C", "C", "C", "C", "N", "C", "S", "H", "H", "H", "H", "H", "H", "H", "H", "H", "H", "H", "H", "N", "C", "O", "C", "C", "C", "C", "N", "C", "H", "H", "H", "H", "H", "H"], "positions_angstrom": [[0.268, 1.000, 1.861], [3.196, 3.934, -0.606], [2.554, 3.182, 0.313], [1.401, 3.364, 0.615], [3.429, 2.117, 0.906], [4.778, 1.960, 0.651], [5.432, 0.925, 1.318], [4.737, 0.113, 2.196], [3.382, 0.367, 2.410], [2.768, 1.346, 1.762], [2.521, -0.496, 3.346], [3.003, -1.562, 3.706], [1.377, 0.003, 3.591], [2.522, 4.566, -0.914], [5.292, 2.615, -0.036], [6.488, 0.762, 1.144], [5.198, -0.709, 2.725], [-5.309, 1.224, -0.510], [-4.210, 1.246, -2.006], [-4.667, -0.214, -3.081], [-4.583, 2.806, -2.975], [-2.339, 1.207, -1.767], [-1.635, 1.279, -2.959], [-0.239, 1.253, -3.007], [0.404, 1.151, -1.799], [-0.228, 1.072, -0.630], [-1.576, 1.101, -0.564], [-2.383, 1.004, 0.996], [-6.339, 1.286, -0.874], [-5.110, 2.062, 0.157], [-5.188, 0.314, 0.076], [-5.740, -0.237, -3.277], [-4.395, -1.147, -2.579], [-4.146, -0.190, -4.041], [-5.653, 2.890, -3.174], [-4.058, 2.831, -3.931], [-4.274, 3.681, -2.398], [-2.172, 1.360, -3.899], [0.312, 1.305, -3.934], [1.492, 1.131, -1.763], [-0.317, -4.502, 3.607], [0.201, -4.887, 2.405], [0.170, -6.036, 2.009], [0.730, -3.775, 1.560], [1.734, -4.022, 0.636], [2.265, -2.964, -0.077], [1.752, -1.696, 0.152], [0.755, -1.455, 0.997], [0.254, -2.478, 1.687], [-0.614, -5.242, 4.221], [-0.017, -3.631, 4.017], [2.101, -5.033, 0.512], [3.072, -3.101, -0.782], [2.164, -0.832, -0.361], [-0.558, -2.248, 2.368]], "gap_ev": [6.04, 6.77], "lumo_ha": [-0.027, -0.027], "spin_multiplicity": 8, "s2": 15.760}

***

{"formula": "CH2N2S4", "method": "the ωB97M-V functional and the def2-TZVPD basis", "species": ["C", "N", "N", "S", "S", "S", "S", "H", "H"], "positions_angstrom": [[0.140, -0.682, 0.069], [1.344, -0.664, 0.566], [2.069, 0.313, 0.762], [-0.341, 1.681, 1.519], [1.513, 1.709, 1.371], [-1.762, -0.362, -2.166], [-0.426, 0.620, -0.995], [-0.332, -1.642, 0.022], [-2.205, -0.974, -1.148]], "gap_ev": [7.05, 7.05], "lumo_ha": [-0.046, -0.046]}

***

{"formula": "C13H24BrFeN3O3S", "method": "the ωB97M-V functional and the def2-TZVPD basis", "species": ["Fe", "C", "O", "C", "C", "O", "C", "C", "O", "C", "H", "H", "H", "H", "H", "H", "H", "H", "H", "H", "H", "H", "H", "H", "C", "C", "C", "C", "C", "Br", "N", "C", "H", "H", "H", "H", "H", "H", "N", "C", "N", "S", "H", "H", "H", "H"], "positions_angstrom": [[0.486, 0.453, 0.207], [-0.017, 2.241, -2.478], [-0.169, 2.125, -1.058], [-0.290, 3.388, -0.374], [-0.975, 3.109, 0.962], [-0.317, 1.968, 1.625], [0.606, 2.285, 2.729], [2.047, 2.028, 2.311], [2.060, 0.729, 1.571], [3.372, 0.172, 1.395], [-0.883, 2.828, -2.852], [0.927, 2.728, -2.753], [-0.105, 1.261, -2.928], [0.729, 3.802, -0.226], [-0.874, 4.070, -1.006], [-0.975, 4.003, 1.616], [-2.009, 2.810, 0.819], [0.472, 3.325, 3.065], [0.256, 1.640, 3.575], [2.438, 2.818, 1.634], [2.717, 1.972, 3.172], [3.911, 0.207, 2.371], [3.250, -0.874, 1.087], [3.902, 0.747, 0.626], [-2.533, -3.413, -3.295], [-1.313, -2.551, -3.030], [-0.109, -2.771, -3.797], [1.016, -2.014, -3.508], [0.915, -1.121, -2.406], [2.510, -0.204, -1.899], [-0.174, -0.912, -1.661], [-1.295, -1.627, -1.983], [-2.341, -4.050, -4.192], [-3.442, -2.796, -3.500], [-2.788, -3.987, -2.408], [-0.116, -3.475, -4.621], [1.988, -2.154, -3.993], [-2.172, -1.410, -1.375], [-0.303, -2.213, 3.875], [-1.225, -2.157, 2.892], [-2.490, -2.220, 3.258], [-0.792, -2.112, 1.242], [-0.572, -2.112, 4.854], [0.688, -2.165, 3.667], [-2.803, -2.140, 4.213], [-3.212, -2.227, 2.573]], "charge": 2, "gap_ev": [9.17, 8.10], "lumo_ha": [-0.194, -0.233], "spin_multiplicity": 5, "s2": 6.007}

***

{"formula": "C24H68N6O8Sr", "method": "the ωB97M-V functional and the def2-TZVPD basis", "species": ["Sr", "O", "H", "O", "H", "C", "C", "C", "O", "C", "N", "H", "H", "H", "H", "H", "H", "H", "H", "H", "H", "H", "C", "C", "C", "O", "C", "N", "H", "H", "H", "H", "H", "H", "H", "H", "H", "H", "H", "C", "C", "C", "O", "C", "N", "H", "H", "H", "H", "H", "H", "H", "H", "H", "H", "H", "C", "C", "C", "O", "C", "N", "H", "H", "H", "H", "H", "H", "H", "H", "H", "H", "H", "C", "C", "C", "O", "C", "N", "H", "H", "H", "H", "H", "H", "H", "H", "H", "H", "H", "C", "C", "C", "O", "C", "N", "H", "H", "H", "H", "H", "H", "H", "H", "H", "H", "H"], "positions_angstrom": [[0.048, -0.041, -0.796], [-3.714, -1.683, -1.258], [-4.425, -2.176, -0.805], [-0.282, -0.870, 3.006], [-1.118, -1.162, 3.419], [-1.268, -6.107, 4.170], [-2.315, -5.930, 3.057], [-3.575, -5.041, 3.364], [-4.348, -5.519, 4.387], [-5.143, -6.687, 4.050], [-1.704, -5.220, 2.042], [-0.433, -6.510, 3.598], [-1.542, -6.850, 4.919], [-1.030, -5.166, 4.665], [-2.826, -6.877, 2.886], [-4.244, -4.755, 2.552], [-3.166, -4.134, 3.808], [-4.612, -7.625, 3.893], [-5.822, -6.551, 3.208], [-5.820, -6.922, 4.871], [-1.159, -4.533, 2.543], [-2.425, -4.777, 1.492], [5.521, -3.522, 0.819], [6.165, -2.171, 1.051], [7.193, -1.843, -0.044], [6.544, -2.112, -1.339], [7.560, -2.094, -2.364], [5.049, -1.207, 1.298], [4.959, -3.896, 1.675], [6.283, -4.303, 0.815], [4.855, -3.679, -0.029], [6.572, -2.218, 2.061], [8.039, -2.502, 0.150], [7.652, -0.867, 0.116], [8.284, -2.847, -2.053], [8.062, -1.139, -2.523], [7.170, -2.549, -3.275], [5.344, -0.529, 1.986], [4.256, -1.661, 1.728], [4.268, 3.392, -3.177], [2.807, 3.043, -2.733], [1.693, 3.957, -3.167], [0.402, 3.319, -3.033], [-0.630, 3.879, -3.804], [2.753, 1.678, -3.366], [4.329, 3.553, -4.254], [5.017, 2.718, -2.762], [4.447, 4.333, -2.658], [2.832, 3.076, -1.644], [1.755, 4.240, -4.218], [1.652, 4.935, -2.688], [-1.656, 3.580, -3.590], [-0.415, 3.697, -4.857], [-0.633, 4.969, -3.825], [3.601, 1.182, -3.133], [2.891, 1.961, -4.325], [2.285, 6.600, 3.280], [0.821, 6.229, 3.120], [0.088, 7.383, 2.511], [-0.218, 8.446, 3.435], [-1.062, 9.457, 2.858], [0.709, 5.087, 2.401], [2.637, 7.113, 2.385], [2.940, 5.735, 3.379], [2.442, 7.320, 4.084], [0.386, 6.018, 4.097], [-0.845, 6.932, 2.174], [0.582, 7.712, 1.597], [-1.185, 10.397, 3.396], [-2.094, 9.186, 2.635], [-0.554, 9.731, 1.933], [-0.271, 4.918, 2.223], [0.916, 4.282, 2.975], [-5.062, 3.726, 3.965], [-5.607, 3.127, 2.658], [-6.159, 4.301, 1.860], [-7.337, 4.796, 2.404], [-8.446, 3.829, 2.375], [-4.544, 2.581, 1.852], [-4.307, 4.512, 3.963], [-4.601, 3.037, 4.673], [-5.889, 4.145, 4.537], [-6.362, 2.358, 2.822], [-6.457, 4.158, 0.821], [-5.380, 5.063, 1.844], [-9.296, 4.473, 2.602], [-8.334, 2.961, 3.026], [-8.654, 3.551, 1.342], [-4.920, 2.020, 1.100], [-4.093, 1.973, 2.519], [0.158, -3.898, -6.446], [0.136, -5.055, -5.368], [1.302, -6.095, -5.563], [1.215, -6.702, -6.881], [2.027, -7.819, -6.877], [0.134, -4.419, -4.125], [-0.719, -3.329, -6.138], [-0.021, -4.125, -7.497], [1.003, -3.216, -6.353], [-0.804, -5.590, -5.501], [1.102, -6.779, -4.738], [2.279, -5.760, -5.216], [1.877, -8.399, -7.787], [1.875, -8.435, -5.991], [3.054, -7.454, -6.906], [-0.808, -4.147, -3.880], [0.359, -5.173, -3.492]], "gap_ev": 3.92, "lumo_ha": -0.087}

***

{"formula": "C3H8N4P4", "method": "the ωB97M-V functional and the def2-TZVPD basis", "species": ["C", "C", "C", "N", "N", "N", "N", "P", "P", "P", "P", "H", "H", "H", "H", "H", "H", "H", "H"], "positions_angstrom": [[-0.253, -1.422, -1.424], [-0.130, -0.318, -0.610], [-1.155, -1.496, -2.597], [0.533, -2.410, -0.988], [1.617, -0.307, 1.484], [1.139, -2.150, 0.098], [0.875, -0.955, 0.489], [2.691, 2.334, 1.040], [-2.262, 0.932, 1.452], [0.959, 1.184, 1.567], [-0.499, 1.329, 0.012], [-1.051, -2.546, -3.019], [-2.276, -1.202, -2.556], [-0.718, -0.698, -3.304], [2.410, 3.313, 2.005], [3.539, 1.561, 1.916], [-3.021, 1.836, 0.637], [-2.609, -0.319, 1.017], [0.210, 1.335, 2.781]], "gap_ev": 7.50, "lumo_ha": -0.012}

***

{"formula": "C29H36Cl2N4O2P2Ru", "method": "the ωB97M-V functional and the def2-TZVPD basis", "species": ["Ru", "C", "C", "C", "C", "C", "C", "C", "C", "C", "H", "H", "H", "H", "H", "H", "H", "H", "H", "H", "H", "H", "H", "H", "H", "P", "P", "N", "N", "N", "N", "C", "C", "C", "C", "C", "C", "C", "C", "C", "C", "C", "C", "C", "C", "C", "C", "C", "C", "H", "H", "H", "H", "H", "H", "H", "H", "H", "H", "H", "H", "H", "H", "H", "H", "H", "H", "H", "H", "Cl", "C", "Cl", "C", "O", "O", "H"], "positions_angstrom": [[0.091, -0.617, 4.129], [-1.081, 1.645, 4.302], [-1.462, 0.658, 3.359], [-1.085, 0.815, 1.897], [0.303, 0.302, 1.443], [1.274, -0.088, 2.534], [1.675, 0.864, 3.524], [1.292, 2.319, 3.458], [-0.101, 2.723, 4.058], [1.613, -1.572, 5.035], [-1.669, 1.753, 5.218], [-2.411, 0.129, 3.548], [-1.179, 1.874, 1.608], [-1.848, 0.247, 1.343], [0.165, -0.580, 0.807], [0.763, 1.065, 0.796], [1.904, -0.967, 2.367], [2.570, 0.646, 4.128], [1.354, 2.704, 2.432], [2.040, 2.878, 4.037], [0.091, 3.210, 5.029], [-0.524, 3.506, 3.399], [2.064, -0.955, 5.843], [2.404, -1.866, 4.332], [1.181, -2.467, 5.520], [1.576, -0.929, -2.231], [-1.811, -0.661, -2.073], [2.988, 0.061, -2.495], [2.242, -2.273, -3.331], [-1.996, 1.106, -2.210], [-3.452, -0.979, -2.712], [0.552, -0.168, -3.570], [-0.844, -0.806, -3.660], [3.841, 0.402, -1.440], [4.884, 1.168, -1.938], [4.703, 1.282, -3.356], [3.535, 0.590, -3.672], [2.416, -3.580, -2.877], [2.906, -4.368, -3.918], [3.044, -3.521, -5.063], [2.625, -2.251, -4.673], [-1.679, 1.851, -1.069], [-1.757, 3.200, -1.361], [-2.085, 3.312, -2.747], [-2.186, 2.016, -3.254], [-4.267, -0.313, -3.639], [-5.360, -1.108, -3.952], [-5.231, -2.323, -3.193], [-4.061, -2.219, -2.453], [1.048, -0.273, -4.549], [0.487, 0.913, -3.348], [-1.417, -0.340, -4.476], [-0.775, -1.886, -3.867], [3.594, 0.068, -0.440], [5.680, 1.606, -1.356], [5.346, 1.801, -4.053], [3.063, 0.462, -4.628], [2.172, -3.822, -1.856], [3.134, -5.424, -3.862], [3.406, -3.804, -6.041], [2.570, -1.359, -5.278], [-1.411, 1.323, -0.183], [-1.588, 3.994, -0.641], [-2.225, 4.232, -3.296], [-2.386, 1.695, -4.265], [-4.039, 0.679, -3.995], [-6.157, -0.863, -4.639], [-5.908, -3.158, -3.201], [-3.595, -2.899, -1.755], [-3.173, 1.110, 7.360], [-1.957, -0.039, 7.968], [-2.611, -1.637, 8.342], [-0.821, -0.130, 6.888], [0.206, 0.498, 7.174], [-1.095, -0.843, 5.842], [-1.554, 0.382, 8.900]], "charge": 2, "gap_ev": [6.13, 3.20], "lumo_ha": [-0.229, -0.336], "spin_multiplicity": 5, "s2": 6.038}

***

The calculation returns the following E values, one per record and in order: -159472.7311, -10436.8165, -76379.1839, -47387.4819, -139734.0401, -52132.7398, -46350.8484, -86895.5711 eV.
The calculation returns the following relative energy (zero: lowest compared OMol25 entry of this formula, charge and spin) values, one per record and in order: 0.0, 38.0, 0.0, 34.6, 0.0, 50.9, 3.5, 1.1 kcal/mol.